No. 1
Density functional theory data (the ωB97M-V functional and the def2-TZVPD basis) for C13H24Cl2EuF7INO2P2S as an isolated structure.

## Properties
- gap between HOMO and LUMO (spin up / spin down) (eV) = 3.27 / 3.44
- LUMO (spin up / spin down) (eV) = -6.1 / -5.9
- electronic energy (eV) = -120351.2352
- charge = +1
- spin multiplicity = 8
- molecular weight (g mol⁻¹) = 803.12

Each line ends with the Mulliken spin population.
Positions of all 54 atoms, in Å:
Eu 4.976 2.231 0.273  7.030
I 1.597 5.246 0.570  -0.003
Cl 0.359 -2.504 3.080  0.000
Cl -1.974 -1.109 1.596  0.000
S 0.537 0.710 2.383  -0.002
P -0.311 0.414 -2.212  0.000
P 0.132 0.504 0.068  0.002
F 4.010 -2.833 -2.210  0.000
F 2.860 -0.686 -2.488  0.000
F 4.258 -0.819 -0.884  0.002
F 2.902 -0.011 0.803  0.000
F 2.792 1.037 -1.044  -0.004
F 1.995 -3.228 -1.757  0.000
F 3.471 -3.116 -0.185  0.000
O -5.208 -0.710 2.075  0.000
O 0.969 1.205 -2.938  0.000
N -0.028 -1.203 -2.725  0.000
C -4.997 -0.529 0.676  0.000
C -1.725 1.198 0.178  -0.002
C -0.103 -3.793 0.873  0.000
C 2.924 -1.092 -1.259  -0.003
C -4.225 0.742 0.347  0.000
C -2.936 0.544 -0.490  -0.001
C 3.047 -2.646 -1.315  0.000
C 0.608 2.422 -0.035  -0.003
C -0.541 -1.333 0.551  0.000
C 1.941 3.067 0.291  0.006
C 2.806 2.771 1.514  -0.010
C 0.365 -2.397 1.267  0.000
C 2.173 -0.011 -0.339  0.003
H -0.994 -1.826 -0.284  0.000
H 0.710 -4.476 0.780  0.000
H -0.886 -1.642 -3.002  0.000
H -5.966 -0.530 0.215  0.000
H -0.745 -4.173 1.631  0.000
H 3.459 1.887 1.423  -0.007
H 0.645 -1.271 -3.469  0.000
H 3.493 3.637 1.604  0.002
H 2.547 3.156 -0.586  -0.005
H 1.413 -2.237 1.163  0.000
H -4.007 1.227 1.280  0.000
H -2.881 -0.521 -0.636  0.000
H -0.078 2.850 0.652  0.000
H -1.701 2.148 -0.324  0.000
H 0.581 1.672 -3.673  0.000
H 2.325 2.741 2.457  -0.005
H -0.267 1.712 2.728  0.000
H -3.157 1.009 -1.420  0.000
H -5.565 0.099 2.423  0.000
H -0.667 -3.791 -0.036  0.000
H 0.330 2.802 -0.997  0.000
H -4.891 1.389 -0.187  0.000
H -1.926 1.463 1.195  0.000
H -4.443 -1.396 0.399  0.000


No. 2
Density functional theory data (the ωB97M-V functional and the def2-TZVPD basis) for C13H24Cl2NO4P2Sn as an isolated structure.

## Properties
- gap between HOMO and LUMO (spin up / spin down) (eV) = 5.69 / 5.69
- LUMO (spin up / spin down) (eV) = -3.4 / -3.4
- electronic energy (eV) = -72996.6343
- energy relative to the best compared isomer or geometry (same formula, charge and spin) (kJ/mol) = 402.14
- charge = +1
- molecular weight (g mol⁻¹) = 509.90

Each line ends with the Löwdin charge.
Positions of all 47 atoms, in Å:
Sn -0.092 -0.126 0.561  0.750
Cl 1.759 0.013 5.628  0.625
Cl 3.727 -0.459 3.553  0.599
P 0.829 -1.805 -0.695  0.760
P -0.818 1.886 1.406  0.760
O -4.953 -0.506 -1.804  -0.139
O -0.175 -1.171 3.496  -0.057
O -3.244 -4.857 -0.805  -0.117
O 1.319 -0.349 1.972  -0.319
N 0.510 1.099 -1.108  -0.065
C -0.163 -2.701 -2.021  -0.192
C 0.414 2.984 2.309  -0.221
C 1.396 0.634 -2.027  -0.284
C -1.017 2.809 -0.233  -0.239
C 1.258 2.673 -3.293  -0.010
C 1.798 1.394 -3.129  0.008
C 1.051 -0.817 3.176  -0.650
C -0.003 2.348 -1.272  -0.279
C 2.140 -0.969 4.193  -0.993
C 1.976 -0.750 -1.769  -0.245
C 0.344 3.160 -2.355  0.011
C -2.450 2.295 2.248  -0.188
C 2.004 -3.157 -0.116  -0.207
H 2.183 -1.267 -2.706  0.097
H -2.344 -4.620 -0.407  0.044
H -2.451 1.916 3.270  0.056
H 0.501 -3.197 -2.730  0.059
H 2.511 1.005 -3.841  0.125
H 2.762 -2.739 0.547  0.045
H -5.153 -0.717 -2.758  0.051
H -4.340 -1.270 -1.456  0.079
H 0.065 4.016 2.328  0.043
H 2.504 -3.620 -0.967  0.050
H 1.381 2.951 1.807  0.049
H -0.948 3.883 -0.065  0.104
H -0.785 -1.990 -2.567  0.051
H 1.546 3.281 -4.138  0.121
H -3.400 -5.820 -0.569  0.070
H -0.090 4.143 -2.468  0.126
H -3.275 1.837 1.701  0.052
H -1.988 2.607 -0.612  0.088
H 2.210 -2.036 4.494  0.096
H 2.924 -0.625 -1.246  0.108
H -2.607 3.373 2.272  0.058
H 0.540 2.639 3.336  0.044
H 1.452 -3.926 0.425  0.050
H -0.807 -3.453 -1.565  0.025


No. 3
Density functional theory data (the ωB97M-V functional and the def2-TZVPD basis) for C13H24I2LuN2O4S2Sc as an isolated structure.

## Properties
- gap between HOMO and LUMO (spin up / spin down) (eV) = 4.97 / 4.98
- LUMO (spin up / spin down) (eV) = -16.4 / -16.4
- electronic energy (eV) = -117194.8146
- charge = +4
- molecular weight (g mol⁻¹) = 810.21

Each line ends with the Löwdin charge.
Positions of all 49 atoms, in Å:
Lu -3.571 -0.620 -0.289  0.762
I -3.889 -0.905 -3.084  0.523
I -0.544 -0.472 -3.895  0.648
Sc 0.116 -0.095 -0.586  0.568
S -1.484 -1.935 -0.512  0.433
S -1.984 1.196 -0.806  0.407
O 1.688 -1.194 0.247  -0.198
O -5.108 1.601 2.084  0.224
O -4.363 -2.765 2.463  0.215
O 1.759 2.840 0.708  0.213
N 3.519 -2.537 0.479  0.244
N 2.889 -1.078 2.179  0.091
C -1.920 3.259 0.856  -0.094
C -1.049 -3.681 -0.044  -0.813
C -2.318 -4.487 -0.359  -0.078
C 2.695 -1.595 0.985  -0.490
C 1.151 1.914 0.394  0.042
C -2.137 3.038 -0.643  -0.831
C -3.585 3.330 -1.057  -0.083
C -0.807 -3.527 1.458  -0.097
C 0.193 -4.156 -0.803  -0.062
C 1.988 -0.108 2.870  0.012
C -1.110 3.790 -1.497  -0.057
C -4.025 -2.025 1.634  -0.014
C -4.517 0.902 1.391  -0.019
H -2.042 4.328 1.131  0.137
H -1.214 4.894 -1.389  0.136
H -4.293 2.793 -0.393  0.059
H 0.480 -5.185 -0.493  0.131
H -0.904 2.949 1.156  0.051
H 4.316 -2.818 1.013  0.140
H 2.488 0.858 2.905  0.104
H 3.729 -1.350 2.701  0.190
H -1.215 3.565 -2.578  0.108
H 0.034 -4.184 -1.901  0.108
H 1.805 -0.493 3.871  0.115
H -1.711 -3.115 1.943  0.055
H -3.807 4.405 -0.932  0.129
H 1.050 -0.095 2.315  0.055
H 0.046 -2.848 1.647  0.074
H -2.562 -4.485 -1.443  0.107
H -0.587 -4.509 1.922  0.131
H 3.419 -2.956 -0.447  0.149
H -3.182 -4.101 0.222  0.062
H 1.079 -3.526 -0.574  0.058
H -2.657 2.669 1.429  0.056
H -0.071 3.568 -1.186  0.063
H -3.781 3.057 -2.114  0.106
H -2.188 -5.539 -0.042  0.129


No. 4
Density functional theory data (the ωB97M-V functional and the def2-TZVPD basis) for one molecule with the formula C13H24N2O3.

## Properties
- gap between HOMO and LUMO (eV) = 9.67
- LUMO (eV) = 0.7
- SMILES = CC(C)C[C@H](NC(=O)N1CCCCCC1)C(=O)O
- electronic energy (eV) = -22995.0080
- energy relative to the best compared isomer or geometry (same formula, charge and spin) (kJ/mol) = 0.00
- molecular weight (g mol⁻¹) = 256.35

Each line ends with the Löwdin charge.
Positions of all 42 atoms, in Å:
O 2.578 -2.443 0.505  0.113
O 4.176 -1.233 -0.472  0.126
O -0.027 0.169 -1.771  0.049
N 0.729 -0.499 0.268  0.114
N -1.491 -0.800 -0.343  -0.041
C 2.686 0.934 0.810  -0.111
C -0.252 -0.362 -0.696  -0.520
C -3.324 0.570 -1.296  -0.171
C 0.653 2.411 1.243  -0.073
C -3.756 0.359 1.213  -0.196
C 2.061 2.330 0.658  -0.411
C -2.524 -0.734 -1.356  -0.146
C 2.056 2.799 -0.795  -0.068
C -4.353 0.604 -0.171  -0.213
C 2.947 -1.406 0.016  -0.480
C -1.797 -1.270 0.992  -0.163
C 2.087 -0.163 -0.091  -0.224
C -3.257 -1.075 1.403  -0.181
H -5.123 -0.148 -0.363  0.111
H -1.177 -0.706 1.696  0.120
H -2.013 -0.784 -2.321  0.120
H -2.936 1.058 1.388  0.113
H 1.766 3.846 -0.846  0.079
H -4.842 1.581 -0.177  0.107
H 0.629 2.012 2.255  0.077
H 2.702 3.007 1.237  0.131
H -3.906 -1.763 0.860  0.106
H 1.344 2.224 -1.382  0.064
H 4.696 -2.048 -0.379  0.137
H -1.543 -2.337 1.086  0.128
H -2.615 1.392 -1.180  0.116
H -3.180 -1.601 -1.261  0.126
H 0.674 -1.301 0.881  0.124
H -0.047 1.853 0.630  0.057
H 3.044 2.695 -1.237  0.082
H -3.318 -1.345 2.460  0.112
H 3.748 1.005 0.566  0.117
H 2.091 0.176 -1.133  0.150
H 2.596 0.614 1.851  0.126
H 0.325 3.448 1.277  0.078
H -3.838 0.707 -2.249  0.111
H -4.529 0.563 1.958  0.107